--- one ---
Formula: C46H39Br2F3N5O5S2SbZr
Source: the OMol25 dataset
Level of theory: ωB97M-V/def2-TZVPD

The geometry in ORCA input format:
```
! wB97M-V def2-TZVPD RIJCOSX def2/J DEFGRID3
* xyz 2 1
Zr 0.55 -0.48 -0.44
C 3.05 -2.34 0.84
O 2.36 -1.98 -0.38
C 3.17 -1.94 -1.53
C 4.49 -2.32 -1.55
C 5.18 -2.25 -2.76
C 4.55 -1.80 -3.91
C 3.22 -1.43 -3.88
C 2.53 -1.50 -2.68
N 1.16 -1.13 -2.52
N 0.51 -1.11 -3.60
C -0.82 -0.87 -3.65
C -1.66 -0.91 -2.53
O -1.15 -1.06 -1.32
C -3.06 -0.82 -2.68
C -3.60 -0.66 -3.92
C -2.80 -0.59 -5.09
C -3.38 -0.43 -6.36
C -2.60 -0.39 -7.49
C -1.21 -0.52 -7.37
C -0.61 -0.67 -6.14
C -1.39 -0.72 -4.98
H 3.38 -3.37 0.77
H 3.89 -1.66 0.99
H 2.34 -2.23 1.65
H 5.00 -2.69 -0.67
H 6.22 -2.55 -2.79
H 5.10 -1.74 -4.84
H 2.71 -1.07 -4.76
H -3.68 -0.86 -1.79
H -4.67 -0.57 -4.03
H -4.46 -0.34 -6.44
H -3.05 -0.26 -8.46
H -0.59 -0.49 -8.26
H 0.46 -0.77 -6.07
Br 0.64 -4.57 -1.74
C -0.77 -4.21 -0.51
Br -0.21 -3.11 1.00
H -1.12 -5.14 -0.08
H -1.55 -3.65 -1.01
F -1.00 -0.55 8.15
C -1.21 -0.43 6.84
C -1.63 0.79 6.33
C -1.84 0.91 4.97
C -1.63 -0.18 4.12
C -1.20 -1.39 4.66
C -1.00 -1.53 6.03
Sb -1.92 -0.08 2.02
C -3.74 -1.15 1.91
C -3.96 -2.03 0.85
C -5.13 -2.76 0.75
C -6.08 -2.60 1.73
F -7.22 -3.30 1.65
C -5.90 -1.75 2.81
C -4.72 -1.03 2.89
C -2.63 1.91 1.83
C -1.76 2.98 2.05
C -2.14 4.29 1.81
C -3.42 4.52 1.33
F -3.80 5.77 1.08
C -4.31 3.49 1.09
C -3.91 2.19 1.34
H -1.79 1.62 7.01
H -2.18 1.86 4.57
H -1.05 -2.26 4.03
H -0.68 -2.46 6.47
H -3.19 -2.14 0.08
H -5.32 -3.44 -0.07
H -6.68 -1.67 3.56
H -4.57 -0.37 3.74
H -0.76 2.80 2.43
H -1.48 5.12 1.99
H -5.31 3.72 0.73
H -4.61 1.38 1.16
N 7.03 1.40 4.43
C 5.91 1.37 3.67
C 4.96 0.34 3.83
C 3.83 0.30 3.05
C 3.62 1.30 2.10
C 4.53 2.35 1.95
C 5.67 2.38 2.71
S 2.21 1.31 1.12
O 1.60 2.62 1.14
O 1.31 0.18 1.56
N 2.43 0.78 -0.38
C 2.61 1.62 -1.48
S 4.05 2.44 -1.91
C 3.31 2.92 -3.38
C 2.06 2.41 -3.46
N 1.66 1.67 -2.37
H 7.18 0.73 5.15
H 7.67 2.16 4.36
H 5.12 -0.42 4.58
H 3.09 -0.47 3.20
H 4.34 3.15 1.24
H 6.37 3.19 2.60
H 3.82 3.55 -4.09
H 1.38 2.55 -4.29
C -1.27 2.23 -1.34
O -0.42 1.50 -0.42
H -0.70 3.05 -1.77
H -2.14 2.59 -0.79
H -1.58 1.55 -2.13
H 0.01 2.14 0.17
*
```

Calculated values
Kohn-Sham gap = 6.368 eV

=====

--- two ---
Formula: C46H39Br2F3N5O5S2SbZr
Source: the OMol25 dataset
Level of theory: ωB97M-V/def2-TZVPD

The geometry in ORCA input format:
```
! wB97M-V def2-TZVPD RIJCOSX def2/J DEFGRID3
* xyz 2 1
Zr -0.07 -0.38 1.31
C 0.06 2.63 2.73
O -0.81 1.59 2.21
C -2.12 2.01 1.87
C -2.56 3.30 2.05
C -3.87 3.61 1.68
C -4.70 2.65 1.14
C -4.24 1.35 0.98
C -2.94 1.03 1.34
N -2.37 -0.27 1.23
N -3.23 -1.20 1.09
C -2.90 -2.51 1.23
C -1.72 -2.91 1.89
O -0.76 -2.04 2.14
C -1.57 -4.25 2.31
C -2.53 -5.17 1.98
C -3.69 -4.83 1.24
C -4.64 -5.80 0.88
C -5.77 -5.45 0.18
C -5.97 -4.11 -0.18
C -5.06 -3.14 0.15
C -3.90 -3.48 0.87
H -0.36 3.01 3.66
H 1.02 2.18 2.92
H 0.15 3.42 1.99
H -1.93 4.07 2.48
H -4.22 4.62 1.82
H -5.71 2.90 0.86
H -4.88 0.58 0.57
H -0.69 -4.52 2.87
H -2.41 -6.20 2.29
H -4.47 -6.83 1.17
H -6.50 -6.20 -0.09
H -6.86 -3.84 -0.73
H -5.23 -2.11 -0.13
Br -0.21 -2.82 -1.00
C 1.00 -4.16 -0.28
Br 2.44 -3.44 0.76
H 1.42 -4.68 -1.12
H 0.41 -4.81 0.36
F -5.22 5.54 -2.46
C -4.28 4.62 -2.23
C -3.11 5.01 -1.60
C -2.15 4.04 -1.35
C -2.36 2.72 -1.73
C -3.54 2.37 -2.38
C -4.51 3.32 -2.63
Sb -0.82 1.33 -1.31
C 0.82 2.37 -2.12
C 1.84 2.78 -1.26
C 2.90 3.54 -1.74
C 2.92 3.86 -3.08
F 3.94 4.58 -3.55
C 1.92 3.48 -3.95
C 0.86 2.74 -3.46
C -1.25 -0.21 -2.71
C -0.44 -0.48 -3.81
C -0.74 -1.54 -4.65
C -1.85 -2.32 -4.37
F -2.12 -3.35 -5.18
C -2.67 -2.08 -3.29
C -2.36 -1.02 -2.45
H -2.97 6.04 -1.32
H -1.22 4.34 -0.87
H -3.70 1.35 -2.72
H -5.43 3.07 -3.14
H 1.81 2.54 -0.21
H 3.69 3.88 -1.08
H 1.97 3.78 -4.99
H 0.05 2.46 -4.13
H 0.42 0.13 -4.02
H -0.13 -1.77 -5.51
H -3.52 -2.73 -3.11
H -2.99 -0.84 -1.59
N 8.43 -1.95 -0.23
C 7.54 -1.07 0.30
C 7.30 -1.05 1.68
C 6.39 -0.17 2.22
C 5.69 0.70 1.38
C 5.92 0.70 0.01
C 6.83 -0.18 -0.53
S 4.55 1.80 2.06
O 4.84 2.05 3.43
O 4.26 2.83 1.12
N 3.07 0.95 2.12
C 2.56 0.25 3.16
S 3.32 0.06 4.68
C 1.97 -0.88 5.22
C 1.03 -0.96 4.28
N 1.35 -0.31 3.08
H 9.05 -2.46 0.37
H 8.72 -1.85 -1.19
H 7.86 -1.72 2.33
H 6.25 -0.13 3.29
H 5.40 1.40 -0.63
H 7.03 -0.17 -1.60
H 1.95 -1.29 6.22
H 0.09 -1.47 4.36
C 2.59 -0.66 -0.65
O 1.46 -0.33 0.15
H 2.95 0.24 -1.15
H 2.30 -1.39 -1.40
H 3.38 -1.08 -0.02
H 2.62 0.79 1.22
*
```

Calculated values
Kohn-Sham gap = 6.424 eV

=====

Which of them is the least stable? Correct choice: one.

=====

--- one ---
Formula: C4H2O2
Source: the OMol25 dataset
Level of theory: ωB97M-V/def2-TZVPD

The geometry in ORCA input format:
```
! wB97M-V def2-TZVPD RIJCOSX def2/J DEFGRID3
* xyz 0 1
C -2.19 -1.02 -1.46
C -1.34 -0.38 -0.77
C 0.59 -2.99 -1.22
C -0.34 0.15 -0.07
O -0.09 -3.82 -0.84
O 1.30 -2.16 -1.57
H -0.09 -0.21 0.92
H 0.29 0.94 -0.47
*
```

Calculated values
Kohn-Sham gap = 8.408 eV

=====

--- two ---
Formula: C4H2O2
Source: the OMol25 dataset
Level of theory: ωB97M-V/def2-TZVPD

The geometry in ORCA input format:
```
! wB97M-V def2-TZVPD RIJCOSX def2/J DEFGRID3
* xyz 0 1
C 1.93 -0.22 -0.40
C 1.04 0.54 -0.13
C -0.34 0.86 0.19
O -0.85 1.93 0.44
C -1.24 -0.40 0.18
O -0.86 -1.52 -0.06
H 2.60 -1.02 -0.63
H -2.29 -0.16 0.41
*
```

Calculated values
Kohn-Sham gap = 9.305 eV

=====

Which of them is the least stable? Correct choice: one.

=====

--- one ---
Formula: C4H2O2
Source: the OMol25 dataset
Level of theory: ωB97M-V/def2-TZVPD

The geometry in ORCA input format:
```
! wB97M-V def2-TZVPD RIJCOSX def2/J DEFGRID3
* xyz 0 1
C 1.19 -0.91 0.79
C -0.02 -0.84 1.07
C -0.98 0.42 -0.22
C 0.61 0.01 -0.40
O -1.66 1.25 -0.67
O -1.30 -0.31 0.91
H 1.06 0.88 -0.22
H 1.10 -0.51 -1.26
*
```

Calculated values
Kohn-Sham gap = 10.187 eV

=====

--- two ---
Formula: C4H2O2
Source: the OMol25 dataset
Level of theory: ωB97M-V/def2-TZVPD

The geometry in ORCA input format:
```
! wB97M-V def2-TZVPD RIJCOSX def2/J DEFGRID3
* xyz 0 1
O 1.09 2.37 0.58
C -0.01 1.89 0.74
C -0.28 0.53 0.28
C -0.29 -0.60 -0.14
C 0.01 -1.89 -0.74
O 0.56 -2.78 -0.13
H -0.83 2.45 1.22
H -0.25 -1.97 -1.81
*
```

Calculated values
Kohn-Sham gap = 10.433 eV

=====

--- three ---
Formula: C4H2O2
Source: the OMol25 dataset
Level of theory: ωB97M-V/def2-TZVPD

The geometry in ORCA input format:
```
! wB97M-V def2-TZVPD RIJCOSX def2/J DEFGRID3
* xyz 0 1
O 2.03 0.15 -1.73
C 0.89 -0.28 -1.63
C 0.29 -0.57 -0.37
C -0.34 0.01 0.60
C -0.98 0.64 1.55
O -1.57 1.28 2.35
H 0.28 -0.55 -2.52
H -0.61 -0.67 1.75
*
```

Calculated values
Kohn-Sham gap = 7.794 eV

=====

Which of them is the least stable? Correct choice: one.

=====

--- one ---
Formula: C4H3NO2
Source: the OMol25 dataset
Level of theory: ωB97M-V/def2-TZVPD

The geometry in ORCA input format:
```
! wB97M-V def2-TZVPD RIJCOSX def2/J DEFGRID3
* xyz 0 1
O -1.36 -1.38 -2.10
C -1.23 -0.32 -1.55
C -0.35 -0.13 -0.36
N -0.18 0.99 0.25
C 0.71 0.63 1.28
C 1.02 -0.77 1.28
O 0.35 -1.17 0.12
H -1.75 0.60 -1.87
H 0.96 1.33 2.07
H 1.85 0.22 0.89
*
```

Calculated values
Kohn-Sham gap = 9.233 eV

=====

--- two ---
Formula: C4H3NO2
Source: the OMol25 dataset
Level of theory: ωB97M-V/def2-TZVPD

The geometry in ORCA input format:
```
! wB97M-V def2-TZVPD RIJCOSX def2/J DEFGRID3
* xyz 0 1
N -0.58 2.19 0.79
C 0.39 1.58 0.44
C 1.37 0.80 0.14
C 2.57 0.45 -0.04
O 3.65 0.10 -0.22
H -1.50 2.44 0.58
C 0.76 -1.49 0.52
O -0.44 -1.59 0.62
H 1.31 -1.98 -0.40
H 1.61 -1.28 1.30
*
```

Calculated values
Kohn-Sham gap = 9.627 eV

=====

Which of them is the least stable? Correct choice: one.

=====

--- one ---
Formula: Cl3OPS
Source: the OMol25 dataset
Level of theory: ωB97M-V/def2-TZVPD

The geometry in ORCA input format:
```
! wB97M-V def2-TZVPD RIJCOSX def2/J DEFGRID3
* xyz 0 1
O -0.22 0.35 0.92
P -0.77 -0.10 -0.37
S 2.56 0.07 -0.75
Cl -2.51 0.95 -0.67
Cl -1.51 -2.01 -0.09
Cl 2.45 0.73 0.96
*
```

Calculated values
Kohn-Sham gap (alpha / beta) = 4.879 / 4.891 eV

=====

--- two ---
Formula: Cl3OPS
Source: the OMol25 dataset
Level of theory: ωB97M-V/def2-TZVPD

The geometry in ORCA input format:
```
! wB97M-V def2-TZVPD RIJCOSX def2/J DEFGRID3
* xyz 0 1
Cl -2.69 1.75 -0.15
S -3.19 -0.03 0.79
Cl -3.87 -1.20 -0.61
O 2.16 -0.90 -0.27
P 2.78 0.36 0.00
Cl 4.82 0.02 0.24
*
```

Calculated values
Kohn-Sham gap = 8.332 eV

=====

Which of them is the least stable? Correct choice: one.

=====

--- one ---
Formula: C2H3IN2O
Source: the OMol25 dataset
Level of theory: ωB97M-V/def2-TZVPD

The geometry in ORCA input format:
```
! wB97M-V def2-TZVPD RIJCOSX def2/J DEFGRID3
* xyz 0 1
C 0.49 -0.70 -1.04
C -2.15 1.20 0.54
N 1.22 -0.24 -0.07
N -2.02 0.54 -0.44
O -2.05 1.91 1.44
I 0.73 -2.78 -1.37
H 1.88 -0.77 0.51
H 1.15 0.74 0.14
H -2.53 -0.17 -0.92
*
```

Calculated values
Kohn-Sham gap = 8.953 eV

=====

--- two ---
Formula: C2H3IN2O
Source: the OMol25 dataset
Level of theory: ωB97M-V/def2-TZVPD

The geometry in ORCA input format:
```
! wB97M-V def2-TZVPD RIJCOSX def2/J DEFGRID3
* xyz 0 1
C -1.00 0.49 0.38
C 0.33 -0.60 1.43
N 0.15 0.73 -0.16
N 1.02 0.02 0.52
O -0.94 -0.33 1.39
I 1.33 0.12 -3.75
H 0.48 0.01 -2.33
H -1.93 0.93 0.35
H 0.57 -1.38 2.15
*
```

Calculated values
Kohn-Sham gap = 10.249 eV

=====

Which of them is the least stable? Correct choice: one.